Entry from the Open Molecules 2025 dataset: a 3-piece molecular cluster, C15H27NO overall (the ωB97M-V functional and the def2-TZVPD basis).

energy above the lowest of the compared OMol25 structures with the same formula, charge and spin: 10.0083 eV
molar mass: 237.4 g/mol
HOMO: -5.50 eV
net charge: 0
calculated total energy: -717.3475 Ha
2S+1: 1

The geometry in XYZ format:
```
44
Properties=species:S:1:pos:R:3:forces:R:3:nbo_charge:R:1
C -3.944727 -6.540705 3.466409 1.921 2.468 -2.782 -0.2683
H 0.981273 -0.995705 -4.464591 -0.442 0.355 0.345 0.2198
H 1.173273 0.104295 -5.819591 0.374 -0.075 1.068 0.2178
N 1.192273 2.580295 -0.504591 2.434 -0.287 -0.463 -0.2057
H 1.507273 3.346295 -2.361591 -0.352 -0.414 -0.695 0.2161
H 3.278273 2.946295 -1.056591 -1.090 -0.796 1.000 0.2022
C -4.235727 -4.257705 2.294409 -2.195 -5.760 0.669 -0.1977
H 0.242273 0.690295 0.254409 1.653 -6.228 -1.915 0.3433
H 1.363273 2.087295 -4.468591 -0.735 -0.445 0.420 0.1867
C 2.695273 2.431295 -0.213591 -1.091 7.444 -0.336 -0.1830
H 3.868273 3.814295 1.007409 0.145 -0.841 0.773 0.2302
C 0.938273 2.471295 -2.028591 0.750 2.803 4.227 -0.1667
H 1.228273 4.860295 -0.712591 0.787 -1.441 -1.634 0.2371
H -0.083727 4.338295 0.005409 -0.051 -1.542 0.299 0.2465
C 0.376273 1.662295 0.263409 -1.799 3.092 2.065 -0.5877
H 2.726273 2.593295 2.029409 1.358 0.844 -1.396 0.2414
H -1.632727 -6.688705 4.141409 -2.392 -0.195 -1.604 0.2166
H 2.366273 5.221295 0.867409 -1.326 0.179 1.514 0.2217
C 1.414273 -0.023705 -4.724591 0.882 -0.694 -1.153 -0.6171
C 1.259273 1.215295 -2.533591 3.737 -4.665 -0.806 -0.4573
H 0.666273 0.347295 -2.154591 0.813 0.752 0.707 0.2655
H -2.659727 -3.043705 2.195409 0.771 -0.669 0.005 0.2384
C -2.895727 -4.085705 2.478409 -0.564 3.900 -1.012 -0.2497
H -4.336727 -7.504705 3.607409 -0.128 -1.192 0.886 0.2103
H 0.347273 1.611295 1.335409 1.235 1.431 1.094 0.2857
H -0.079727 2.639295 -1.906591 -2.212 0.562 -1.285 0.2188
H 2.456273 0.966295 -2.540591 -2.838 0.564 0.634 0.2092
H -1.174727 -1.944705 1.775409 1.356 3.161 -0.885 0.3984
C -1.985727 -4.926705 3.039409 0.613 -3.954 1.566 -0.2102
H -0.670727 1.732295 0.148409 -1.578 1.707 -0.950 0.2595
C 0.887273 1.216295 -3.938591 4.507 -0.602 -3.234 -0.3777
H -5.885727 -5.915705 2.504409 1.656 0.279 0.591 0.2097
H 3.099273 1.582295 -0.005591 1.451 -6.059 0.438 0.2241
H 1.176273 4.174295 1.896409 -2.666 0.388 4.740 0.2234
O -0.799727 -0.997705 1.527409 -0.915 -2.351 0.457 -1.3785
C -2.491727 -6.239705 3.461409 1.102 2.360 1.960 -0.2139
H 2.546273 -0.290705 -4.654591 -1.729 1.206 0.050 0.2110
H -0.114727 1.266295 -3.970591 -3.716 0.285 -0.782 0.2040
H -0.851727 -4.710705 3.207409 -2.463 -0.156 -0.517 0.2363
C 2.925273 3.270295 1.118409 -1.164 -1.577 0.251 -0.4214
C 0.955273 3.979295 -0.118591 -0.499 3.142 2.073 -0.2569
H -4.842727 -3.620705 1.624409 0.405 -0.236 0.933 0.2201
C 1.818273 4.304295 1.176409 2.791 0.110 -6.633 -0.4037
C -4.801727 -5.664705 2.752409 1.205 3.144 -0.683 -0.1976
```
Positions in Å, forces in eV/Å.


Entry from the Open Molecules 2025 dataset: a 2-piece molecular cluster, C15H27O9PSi overall (the ωB97M-V functional and the def2-TZVPD basis).

molar mass: 410.4 g/mol
HOMO: -9.90 eV
net charge: 0
calculated total energy: -1895.9406 Ha
2S+1: 1
SMILES: CC[C@H](C)O[P@](=O)(O)OCCO[Si](C)(C)C.O=C1C=C(O)C(=O)C=C1O

The geometry in XYZ format:
```
53
Properties=species:S:1:pos:R:3:forces:R:3:nbo_charge:R:1
H 3.570235 -0.485635 -0.586269 0.160 -0.261 -0.351 0.1941
H -2.985398 1.220686 -2.941748 0.093 -0.107 -0.332 0.2387
H 4.508339 -1.257658 0.709405 0.240 -0.246 -0.053 0.2139
H 0.882737 -3.987207 -1.091047 0.018 -0.024 0.002 0.2439
H -4.656771 2.548492 0.970511 -0.154 0.279 0.117 0.2430
C -0.267795 4.452918 -0.015673 -0.212 0.083 -0.633 -0.0843
O 3.212581 3.131923 0.557672 0.351 -0.753 -0.732 -0.8078
H 5.609672 1.566710 -1.107318 0.203 -0.225 -0.447 0.2117
H -2.241823 -0.729388 -0.255614 -0.261 -0.304 -0.059 0.2405
O -1.453830 -2.817908 -1.412405 -0.234 0.002 -0.016 -0.5434
H -4.409525 2.039977 -2.285733 -0.316 0.216 -0.282 0.2365
C 3.774508 -0.502362 0.476943 -0.191 0.542 0.253 -0.6087
H 5.272806 0.883840 1.112175 0.311 0.322 0.280 0.2059
Si -2.838904 1.603189 -0.489185 -0.485 -0.373 -0.780 1.8776
C -3.692981 1.247667 -2.126354 0.472 0.475 0.904 -1.1174
C -1.270220 -3.848455 -0.791576 0.554 -0.086 -0.031 0.4759
P 1.685288 3.062802 0.896236 -0.063 0.540 0.536 2.5698
H -3.409615 -3.077029 -0.851948 -0.011 -0.057 0.010 0.5061
H 4.863977 3.113569 -1.603009 0.044 0.223 -0.245 0.2186
H 1.053122 1.247921 0.004389 -0.112 -0.204 0.398 0.5051
H 3.162256 1.576993 -0.816119 -0.373 -0.115 -0.141 0.1602
O 1.297585 -6.240068 0.238560 -0.084 -0.207 0.137 -0.6239
C -1.439834 3.639282 0.457428 -0.081 0.356 -0.567 -0.1029
H 3.672688 1.142521 1.852785 0.173 0.007 0.548 0.2296
H -3.759785 1.235850 1.775065 0.084 0.134 0.460 0.2369
O -2.090557 3.078873 -0.689998 0.181 -0.542 0.723 -0.8815
C -1.048848 -6.284096 0.681860 -0.545 0.098 0.051 0.4734
H -4.220792 0.311064 -2.023321 -0.165 -0.360 -0.189 0.2265
C -4.165731 1.595905 0.840321 0.642 -0.141 -0.303 -1.1417
C 5.079463 2.448916 -0.781956 -0.132 -0.049 0.436 -0.6158
H 1.094941 -7.037841 0.767763 0.012 0.040 -0.034 0.5086
H -4.899182 0.860779 0.537462 -0.360 -0.174 -0.133 0.2385
H -0.866636 0.103829 -0.871404 0.322 0.046 -0.168 0.2306
C 0.032511 -4.474631 -0.635579 -0.112 0.199 -0.103 -0.3906
C -2.457944 -4.502741 -0.145430 -0.226 -0.185 0.151 0.3215
C 0.142910 -5.616398 0.055567 0.230 0.193 -0.154 0.3265
O -0.868469 -7.327700 1.278581 0.239 -0.049 -0.001 -0.5324
C 4.206381 0.898386 0.949360 -0.731 -0.414 -0.485 -0.4327
O 0.921147 3.694748 -0.333851 -0.063 0.021 -0.236 -0.8245
C -1.668213 0.181056 -0.149505 -0.321 0.453 0.090 -1.1463
H -1.146649 2.902269 1.197502 0.057 -0.285 0.161 0.1932
O 1.229534 1.544615 0.914523 0.046 -0.603 -0.920 -0.9915
O -3.610483 -3.866854 -0.311342 0.083 0.201 -0.134 -0.6248
H -1.289829 0.182800 0.860898 0.372 0.062 0.337 0.2412
H -3.197273 -6.125390 1.009911 -0.021 0.013 -0.013 0.2463
H 5.708292 2.920192 -0.039364 0.254 0.396 0.053 0.2181
C -2.349028 -5.645491 0.543237 0.109 -0.189 0.097 -0.3855
H -2.120925 4.342274 0.925975 -0.235 0.100 0.258 0.1872
C 3.840638 1.976967 -0.072779 0.549 0.219 0.001 0.1170
H -0.048640 5.276120 0.645287 0.353 -0.022 0.469 0.2067
H 2.851970 -0.774777 0.968239 -0.319 -0.181 0.097 0.2166
H -0.587666 4.875624 -0.955202 0.066 0.185 -0.405 0.2051
O 1.389762 3.692871 2.156073 -0.413 0.753 1.378 -1.1095
```
Positions in Å, forces in eV/Å.


Entry from the Open Molecules 2025 dataset: a 2-piece molecular cluster, C15H28BF2N2O7PSSi overall (the ωB97M-V functional and the def2-TZVPD basis).

energy above the lowest of the compared OMol25 structures with the same formula, charge and spin: 1.9932 eV
molar mass: 488.3 g/mol
HOMO: -8.55 eV
net charge: 0
calculated total energy: -2478.3918 Ha
2S+1: 1

The geometry in XYZ format:
```
58
Properties=species:S:1:pos:R:3:forces:R:3:nbo_charge:R:1
H 1.630929 -1.400908 -4.758329 0.075 0.047 -0.470 0.3380
N 0.668527 -1.285045 -5.096391 -0.390 -0.342 0.832 -0.6113
H -3.474437 -1.568469 1.203779 0.596 0.273 -0.147 0.2339
H -2.512806 -0.073147 1.331714 0.029 -0.562 -0.193 0.2202
H -1.226907 2.758855 0.229881 0.281 0.584 -0.180 0.2559
H 2.170379 4.363552 -1.176333 0.292 -0.282 0.436 0.2702
H -1.108329 -2.344199 -0.127009 -0.311 0.408 -0.170 0.2097
H -0.350333 4.240463 -0.463051 -0.047 -0.477 0.380 0.2658
H -1.795518 -1.737910 -5.518101 -0.100 -0.159 0.548 0.2566
O -5.020445 0.393322 6.817738 0.572 0.431 -0.393 -0.6471
H -1.327866 0.619424 -0.177747 0.257 -0.130 -0.644 0.2311
H -0.289803 -2.837239 -2.327085 0.614 0.302 0.208 0.2352
H 5.353193 -1.673049 -0.951216 0.249 -0.121 0.180 0.4971
C 2.615614 3.450592 -0.748006 0.261 -1.387 -0.367 -1.0938
C -1.074588 -0.212588 -0.852523 -0.015 -1.665 0.288 -0.4183
H 4.764362 0.528434 -2.603850 0.389 0.442 -0.295 0.4758
C -0.393257 3.142435 -0.383604 0.388 -1.335 -0.606 -1.0829
H -1.501776 -0.088090 -1.865406 0.593 0.474 0.448 0.2330
C 1.468146 0.616648 -0.558860 0.197 -1.369 -0.185 0.1577
H 0.766773 2.010874 2.574442 0.560 0.415 -0.008 0.2774
Si 1.283895 2.391389 0.161159 -0.375 2.653 0.248 1.5186
C 1.142853 -1.119799 -2.109313 0.251 0.031 0.539 -0.1883
H 3.009312 2.869028 -1.619151 -0.205 0.517 0.378 0.2160
H 1.212557 -0.226599 -2.771997 -0.106 -0.839 -0.126 0.2307
C -1.630196 -1.663100 -4.431896 0.868 0.339 0.459 -0.6814
H 0.601738 -1.173097 0.064286 0.045 0.148 -0.526 0.2658
C -2.447300 -1.159601 1.134002 -0.406 -0.058 0.684 -0.5083
C 0.525123 -2.322166 -2.867730 -1.312 0.405 -0.766 -0.5178
B -4.237262 -0.843711 6.614873 -0.711 -1.768 0.745 1.2522
S -1.478800 -1.959709 2.495035 0.495 0.115 0.020 -0.1157
H -1.573656 -1.163077 3.608219 -0.421 -0.032 -0.796 0.1978
H 2.566051 2.063116 2.278979 -0.543 0.098 0.058 0.2412
H 3.459122 0.767913 -0.817862 0.166 -0.239 -0.030 0.4263
O 4.371844 0.015182 -3.319866 -0.613 -2.127 1.670 -0.9299
O -3.009462 -0.431339 5.898146 0.079 0.717 -0.262 -0.6640
F -3.903323 -1.422201 7.853932 -0.084 0.306 -0.585 -0.5454
C -0.108781 -1.743351 -4.192639 0.301 0.026 -0.386 0.3250
H 2.651575 -1.914681 -0.649174 -0.166 0.068 -0.548 0.2575
O -2.221527 1.523282 5.145520 -0.058 0.114 -0.142 -0.6062
O 5.321581 -2.032192 -1.846459 -1.946 1.136 -0.691 -0.9358
H -2.183585 -2.405973 -3.834672 0.127 0.251 -0.451 0.2196
O 3.648529 -2.427345 -3.812620 0.367 1.613 2.218 -1.0355
C -4.339237 1.398095 6.287443 -1.967 0.605 0.970 0.6591
H -1.956261 -0.643318 -4.127982 0.055 -0.614 -0.103 0.2261
H -0.564297 2.755656 -1.417846 -0.041 0.348 0.551 0.2380
O -4.699442 2.545762 6.279478 0.266 0.022 -0.172 -0.5652
H -2.622870 -1.811696 -0.911667 0.587 0.182 0.229 0.2243
H 3.486561 3.643156 -0.094879 -0.495 0.264 -0.290 0.2485
P 3.999647 -1.500513 -2.689022 0.621 -0.977 -2.932 2.2677
C 1.587236 2.517678 2.027350 0.094 -0.642 -0.463 -1.0864
C -1.796402 -1.485292 -0.246198 -0.852 0.503 0.304 -0.4158
H 1.662213 3.592218 2.292234 -0.298 -0.578 -0.180 0.2707
C -3.071461 0.875836 5.707612 1.707 -0.913 -0.684 0.6723
N 2.649695 0.169583 -0.926103 -1.843 0.222 0.609 -0.4896
F -4.967513 -1.762314 5.832511 0.365 0.442 0.233 -0.5496
C 0.445595 -0.525154 -0.837251 0.380 1.188 0.329 -0.2915
H 1.251152 -3.083172 -3.200672 -0.060 0.499 0.375 0.2772
C 2.573242 -1.212447 -1.505820 1.235 0.429 -0.146 -0.4123
```
Positions in Å, forces in eV/Å.